# 1
{
  "formula": "C27H33BCl54F3O4",
  "method": "wB97M-V/def2-TZVPD",
  "total_charge": -1,
  "e_lumo_ev": 1.5,
  "e_homo_ev": -4.696,
  "spin_multiplicity": 1,
  "species": ["C", "C", "C", "C", "C", "O", "C", "F", "F", "F", "O", "B", "O", "C", "C", "C", "O", "H", "H", "H", "H", "H", "H", "H", "H", "H", "H", "H", "H", "H", "H", "H", "C", "Cl", "Cl", "Cl", "H", "C", "Cl", "Cl", "Cl", "H", "C", "Cl", "Cl", "Cl", "H", "C", "Cl", "Cl", "Cl", "H", "C", "Cl", "Cl", "Cl", "H", "C", "Cl", "Cl", "Cl", "H", "C", "Cl", "Cl", "Cl", "H", "C", "Cl", "Cl", "Cl", "H", "C", "Cl", "Cl", "Cl", "H", "C", "Cl", "Cl", "Cl", "H", "C", "Cl", "Cl", "Cl", "H", "C", "Cl", "Cl", "Cl", "H", "C", "Cl", "Cl", "Cl", "H", "C", "Cl", "Cl", "Cl", "H", "C", "Cl", "Cl", "Cl", "H", "C", "Cl", "Cl", "Cl", "H", "C", "Cl", "Cl", "Cl", "H", "C", "Cl", "Cl", "Cl", "H"],
  "xyz": [[0.207, -5.318, 2.755], [-1.183, -4.898, 2.289], [-1.131, -3.745, 1.258], [-2.375, -3.710, 0.335], [-3.706, -4.267, 0.848], [-4.589, -4.402, -0.269], [-4.400, -3.340, 1.865], [-5.131, -4.067, 2.744], [-3.553, -2.613, 2.597], [-5.263, -2.494, 1.275], [-0.077, -4.002, 0.355], [0.956, -2.927, 0.421], [0.711, -2.376, 1.797], [-0.669, -2.421, 2.014], [-1.220, -1.072, 1.484], [-1.987, -0.270, 2.499], [-1.714, -0.223, 3.670], [0.125, -6.228, 3.360], [0.853, -5.559, 1.913], [0.681, -4.547, 3.360], [-1.727, -4.540, 3.170], [-1.667, -5.779, 1.862], [-2.116, -4.346, -0.517], [-2.598, -2.717, -0.059], [-3.645, -5.262, 1.274], [-4.343, -3.713, -0.892], [0.791, -2.021, -0.413], [2.081, -3.392, 0.436], [-0.878, -2.513, 3.080], [-1.791, -1.136, 0.562], [-0.345, -0.455, 1.260], [-2.829, 0.339, 2.116], [-2.601, 1.484, -1.010], [-1.127, 0.578, -0.702], [-3.062, 1.379, -2.720], [-3.931, 0.912, 0.002], [-2.424, 2.524, -0.771], [-5.218, 1.213, -5.918], [-5.458, -0.472, -5.464], [-3.502, 1.562, -6.136], [-6.125, 1.604, -7.385], [-5.590, 1.836, -5.114], [4.809, -2.956, 2.965], [6.372, -3.787, 3.149], [4.354, -2.842, 1.271], [3.551, -3.766, 3.894], [4.923, -1.960, 3.366], [1.764, 2.669, -2.693], [0.021, 2.568, -2.964], [2.424, 4.117, -3.464], [2.122, 2.648, -0.971], [2.232, 1.803, -3.140], [-0.926, -3.815, -3.677], [-0.991, -5.163, -2.554], [-2.130, -2.581, -3.283], [0.689, -3.124, -3.715], [-1.154, -4.194, -4.664], [-0.202, 1.579, 4.769], [1.101, 1.635, 5.959], [-1.446, 2.777, 5.147], [0.447, 1.834, 3.151], [-0.658, 0.595, 4.800], [2.090, 8.099, -4.761], [3.605, 7.241, -4.478], [1.648, 8.041, -6.470], [0.803, 7.436, -3.760], [2.234, 9.135, -4.486], [5.192, 1.967, 2.208], [5.057, 2.841, 0.677], [3.906, 2.459, 3.304], [5.097, 0.227, 1.960], [6.154, 2.196, 2.646], [3.491, -6.221, -5.097], [1.792, -5.944, -5.478], [4.505, -4.971, -5.827], [3.732, -6.289, -3.356], [3.779, -7.174, -5.519], [-7.418, -1.093, -0.318], [-8.915, -1.981, -0.611], [-6.593, -0.732, -1.833], [-7.735, 0.388, 0.589], [-6.769, -1.719, 0.281], [-3.035, 5.068, -3.305], [-4.781, 4.891, -3.488], [-2.448, 6.534, -4.094], [-2.588, 5.076, -1.597], [-2.561, 4.215, -3.775], [3.689, 4.281, 8.131], [3.702, 2.533, 8.360], [5.331, 4.939, 8.195], [2.903, 4.713, 6.617], [3.123, 4.735, 8.933], [7.105, 5.103, -5.982], [6.629, 5.303, -4.296], [6.644, 3.509, -6.578], [6.406, 6.374, -6.987], [8.181, 5.184, -6.039], [0.864, 6.878, 3.888], [0.805, 7.815, 2.392], [-0.469, 7.327, 4.959], [0.845, 5.152, 3.553], [1.790, 7.116, 4.394], [-4.617, 6.020, -8.022], [-5.210, 4.386, -7.719], [-4.691, 6.968, -6.539], [-2.973, 5.984, -8.665], [-5.257, 6.486, -8.759], [5.124, -8.062, 2.505], [4.097, -9.481, 2.248], [6.043, -7.689, 1.043], [4.180, -6.675, 3.022], [5.830, -8.304, 3.288], [-1.876, -9.209, -2.960], [-0.564, -8.521, -3.915], [-1.503, -9.124, -1.239], [-3.401, -8.392, -3.310], [-1.983, -10.250, -3.233], [2.740, 7.797, 9.537], [2.378, 6.355, 10.495], [1.429, 8.144, 8.414], [3.060, 9.177, 10.587], [3.635, 7.596, 8.960]],
  "forces_ev_per_angstrom": [[-0.05, -0.36, 0.22], [0.36, 0.28, -0.02], [0.69, 0.21, -0.51], [-0.46, -0.50, 0.79], [-0.26, 0.69, -0.88], [-0.06, -0.26, 0.32], [-0.05, -1.04, 0.33], [-0.09, 0.07, -0.03], [0.08, 0.20, -0.02], [0.21, 0.38, 0.04], [-0.10, 0.13, -0.26], [0.03, -0.11, 0.99], [0.20, -0.30, 0.44], [0.29, 0.21, -0.82], [-0.63, -0.70, 1.01], [-0.13, -0.21, -0.86], [-0.51, -0.60, 0.37], [-0.02, 0.07, 0.11], [0.02, 0.21, -0.09], [0.06, 0.08, -0.11], [-0.39, -0.28, -0.09], [-0.15, 0.06, 0.00], [-0.08, 0.20, 0.32], [0.21, 0.12, -0.06], [0.18, 0.07, 0.27], [-0.03, 0.09, -0.22], [-0.09, 0.02, -0.30], [-0.22, -0.06, -0.56], [-0.02, 0.07, 0.12], [0.01, -0.32, 0.48], [0.07, -0.32, 0.18], [0.17, -0.06, 0.24], [0.30, -0.14, 0.00], [-0.31, 0.97, -1.11], [-0.05, 0.07, -0.07], [-0.20, 0.09, -0.21], [-0.04, 0.03, -0.06], [0.07, -0.08, 0.03], [-0.01, 0.02, 0.03], [0.00, 0.02, 0.01], [-0.15, -0.42, 0.10], [0.00, 0.03, -0.01], [-0.02, -0.13, -0.26], [0.04, 0.06, 0.06], [0.29, -0.03, 0.35], [-0.09, 0.22, 0.14], [0.01, 0.01, 0.06], [-0.08, 0.11, 0.10], [0.15, 0.14, -0.34], [0.06, -0.06, 0.02], [-0.05, 0.02, -0.05], [-0.06, -0.03, -0.04], [0.10, -0.13, 0.03], [0.04, -0.12, -0.17], [-0.08, 0.07, 0.02], [0.04, 0.20, 0.04], [-0.04, 0.05, -0.03], [0.22, 0.10, 0.31], [0.12, 0.07, 0.11], [-0.01, 0.00, 0.01], [0.02, 0.08, -0.08], [0.24, 0.34, 0.04], [-0.02, -0.12, 0.07], [0.05, 0.05, -0.04], [0.01, 0.03, 0.00], [0.03, 0.09, -0.02], [0.01, 0.02, -0.02], [-0.19, -0.10, 0.05], [0.18, -0.03, 0.07], [0.07, 0.18, 0.15], [0.11, 0.11, -0.28], [-0.02, 0.07, 0.04], [-0.01, 0.07, 0.17], [-0.03, -0.14, -0.13], [0.01, -0.02, -0.03], [-0.01, 0.00, -0.02], [0.01, 0.00, -0.02], [0.03, -0.06, 0.04], [-0.03, 0.00, -0.01], [0.01, -0.04, -0.08], [0.01, 0.04, 0.02], [-0.16, 0.09, -0.14], [0.02, 0.03, 0.01], [0.02, -0.02, -0.03], [-0.01, -0.14, 0.12], [0.01, 0.02, 0.01], [0.02, -0.01, 0.01], [-0.06, -0.09, -0.13], [0.02, 0.06, 0.02], [0.02, 0.05, 0.05], [-0.02, 0.05, -0.07], [0.10, -0.18, -0.07], [-0.09, -0.02, -0.01], [0.01, 0.00, 0.02], [0.02, 0.01, 0.00], [0.02, 0.01, 0.00], [0.01, 0.00, 0.00], [0.00, -0.12, -0.02], [0.01, 0.02, 0.00], [0.01, 0.01, 0.03], [0.04, 0.07, 0.01], [0.00, 0.03, 0.01], [0.01, -0.06, 0.15], [0.11, 0.40, -0.18], [-0.10, 0.14, -0.16], [-0.02, 0.01, -0.01], [0.01, 0.00, -0.02], [-0.11, 0.08, -0.01], [0.02, -0.02, 0.01], [0.02, -0.01, 0.00], [0.07, -0.25, -0.11], [0.02, -0.03, -0.01], [0.00, 0.11, 0.05], [0.04, -0.05, -0.06], [0.00, -0.01, 0.00], [0.00, -0.02, -0.01], [-0.01, -0.01, 0.00], [-0.05, 0.03, -0.08], [-0.08, 0.17, 0.20], [0.03, -0.03, -0.01], [0.02, -0.01, 0.00], [0.02, -0.02, 0.01]]
}

***

# 2
{
  "formula": "C13H14ClN3O2",
  "method": "wB97M-V/def2-TZVPD",
  "e_lumo_ev": 0.4,
  "e_homo_ev": -8.036,
  "smiles": "O=C(CCCCl)Nc1cc(=O)n(-c2ccccc2)[nH]1",
  "relative_energy_kcal_mol": 3.0,
  "spin_multiplicity": 1,
  "species": ["O", "C", "C", "C", "C", "Cl", "N", "C", "C", "C", "O", "N", "C", "C", "C", "C", "C", "C", "N", "H", "H", "H", "H", "H", "H", "H", "H", "H", "H", "H", "H", "H", "H"],
  "xyz": [[0.561, -1.358, 1.992], [-0.361, -0.700, 2.453], [-0.946, -1.086, 3.812], [-2.497, -0.939, 3.915], [-3.309, -1.819, 3.004], [-3.529, -1.109, 1.366], [-0.820, 0.436, 1.822], [-0.433, 0.951, 0.573], [-1.086, 1.910, -0.173], [-0.459, 1.969, -1.465], [-0.800, 2.762, -2.326], [0.639, 1.087, -1.422], [1.544, 0.779, -2.459], [1.244, 0.897, -3.832], [2.164, 0.493, -4.830], [3.376, -0.094, -4.425], [3.692, -0.187, -3.059], [2.807, 0.241, -2.107], [0.671, 0.526, -0.102], [-0.688, -2.109, 4.065], [-0.483, -0.477, 4.581], [-2.760, -1.223, 4.952], [-2.765, 0.096, 3.803], [-4.281, -1.994, 3.499], [-2.890, -2.812, 2.895], [-1.659, 0.848, 2.224], [-1.997, 2.437, 0.040], [0.272, 1.272, -4.132], [1.922, 0.517, -5.875], [4.083, -0.454, -5.154], [4.619, -0.634, -2.723], [3.051, 0.136, -1.056], [1.120, -0.363, 0.144]],
  "forces_ev_per_angstrom": [[-0.26, 0.30, -0.17], [1.14, -0.47, -0.18], [-1.42, 0.41, -0.51], [1.25, -0.45, 0.91], [-0.75, -0.23, 0.39], [-0.20, -0.32, 0.33], [-0.08, 0.19, 0.52], [-0.70, 0.67, -0.69], [0.27, -1.52, 0.89], [-0.39, 1.17, 0.93], [0.72, -0.65, -1.04], [-0.93, 0.03, 0.49], [1.33, -0.89, -0.26], [-0.11, 0.02, -0.10], [0.48, -0.64, 2.06], [-0.39, 0.56, 0.34], [-0.07, -0.18, -0.90], [-1.18, 0.45, 0.47], [0.64, -0.44, -0.37], [0.27, -0.14, -0.44], [0.11, 0.33, 0.04], [0.07, 0.21, -0.39], [-0.40, 0.50, -0.02], [0.13, 0.36, -0.73], [0.35, -0.05, -0.23], [0.41, -0.01, -0.46], [0.01, 0.03, 0.17], [0.10, 0.09, 0.12], [-0.24, 0.25, -0.20], [0.06, -0.04, -0.16], [0.08, 0.03, -0.19], [0.07, 0.06, -0.03], [-0.34, 0.38, -0.60]]
}

***

# 3
{
  "formula": "C18H28ClCsN3O3V",
  "method": "wB97M-V/def2-TZVPD",
  "total_charge": 2,
  "e_lumo_ev": [-9.5, -9.4],
  "e_homo_ev": [-13.527, -13.528],
  "spin_multiplicity": 1,
  "species": ["N", "C", "O", "Cs", "V", "N", "N", "C", "C", "C", "C", "C", "C", "C", "C", "H", "H", "H", "H", "H", "H", "H", "H", "H", "H", "H", "H", "H", "H", "H", "H", "H", "H", "C", "H", "H", "H", "C", "H", "H", "H", "Cl", "C", "C", "C", "C", "C", "C", "C", "O", "O", "H", "H", "H", "H"],
  "xyz": [[1.541, -0.556, -0.160], [2.229, -0.678, 0.861], [2.907, -0.775, 1.824], [0.703, 0.401, -3.778], [-0.345, -0.344, -0.563], [-0.708, -1.738, -1.787], [-0.131, 1.254, -1.593], [-0.122, -3.113, -1.662], [0.764, 2.463, -1.328], [1.207, -3.116, -2.416], [-1.031, -4.214, -2.208], [0.124, -3.441, -0.194], [0.370, 3.619, -2.257], [0.590, 2.892, 0.131], [2.237, 2.098, -1.589], [1.063, -2.909, -3.490], [1.679, -4.105, -2.330], [1.906, -2.375, -1.999], [-2.012, -4.196, -1.717], [-0.577, -5.191, -1.990], [-1.172, -4.167, -3.295], [0.894, -2.810, 0.257], [0.464, -4.484, -0.119], [-0.793, -3.335, 0.397], [0.478, 3.374, -3.329], [1.026, 4.479, -2.056], [-0.662, 3.951, -2.085], [-0.462, 3.100, 0.368], [1.165, 3.812, 0.315], [0.954, 2.123, 0.826], [2.507, 1.096, -1.224], [2.868, 2.812, -1.040], [2.536, 2.221, -2.649], [-1.569, 1.546, -1.667], [-2.154, 0.764, -1.128], [-1.824, 2.511, -1.188], [-1.939, 1.609, -2.711], [-1.729, -1.590, -2.839], [-2.602, -2.235, -2.645], [-2.126, -0.563, -2.890], [-1.339, -1.861, -3.843], [-0.291, 2.571, 7.475], [-0.410, 1.724, 5.990], [0.295, 0.522, 5.816], [0.211, -0.146, 4.595], [-0.563, 0.385, 3.562], [-1.284, 1.565, 3.742], [-1.208, 2.246, 4.959], [-0.558, -0.315, 2.221], [-0.201, -1.503, 2.126], [-0.901, 0.442, 1.202], [0.904, 0.133, 6.629], [0.749, -1.077, 4.431], [-1.905, 1.947, 2.932], [-1.751, 3.175, 5.112]],
  "forces_ev_per_angstrom": [[-2.29, -0.05, -0.03], [1.16, -0.06, 2.19], [-1.85, 0.23, -2.89], [1.33, -0.99, -3.37], [3.80, 1.59, 0.91], [-0.51, 1.47, 1.04], [-2.00, -0.96, 4.01], [0.25, -0.71, 0.36], [0.67, 0.13, 0.06], [0.38, 0.30, -0.33], [-0.42, -0.06, -0.31], [0.14, -0.10, 0.47], [-0.33, 0.07, -0.22], [-0.02, 0.07, 0.33], [0.43, 0.16, -0.04], [0.02, -0.14, 0.23], [-0.18, 0.28, -0.04], [-0.18, -0.23, -0.08], [0.18, -0.07, -0.10], [-0.08, 0.39, -0.04], [0.00, 0.03, 0.23], [-0.21, -0.26, -0.09], [-0.11, 0.34, -0.01], [0.18, -0.09, -0.10], [-0.01, 0.09, 0.36], [-0.17, -0.35, -0.05], [0.33, 0.03, -0.08], [0.28, -0.04, 0.02], [-0.21, -0.29, -0.16], [-0.11, 0.24, -0.23], [-0.11, 0.47, -0.26], [-0.22, -0.20, -0.16], [-0.16, -0.09, 0.49], [-0.09, 0.73, -0.25], [-0.23, 0.08, -0.14], [0.12, -0.68, 0.02], [0.09, -0.28, 0.46], [-0.40, 0.13, -0.24], [0.45, 0.14, -0.01], [0.26, -0.36, 0.02], [-0.07, 0.00, 0.53], [0.00, 0.01, 0.04], [-0.05, -0.35, -0.67], [-0.22, 0.13, -0.33], [0.06, 0.13, 0.39], [-0.06, -0.18, -0.94], [0.12, 0.37, 0.41], [0.12, -0.35, -0.17], [0.55, -1.57, 2.87], [-0.59, 1.94, -1.09], [-0.02, -1.14, -3.21], [-0.14, 0.07, -0.18], [-0.09, 0.20, 0.08], [0.17, -0.01, 0.26], [0.08, -0.20, 0.02]]
}

***

Repeat the second record exactly.
{
  "formula": "C13H14ClN3O2",
  "method": "wB97M-V/def2-TZVPD",
  "e_lumo_ev": 0.4,
  "e_homo_ev": -8.036,
  "smiles": "O=C(CCCCl)Nc1cc(=O)n(-c2ccccc2)[nH]1",
  "relative_energy_kcal_mol": 3.0,
  "spin_multiplicity": 1,
  "species": ["O", "C", "C", "C", "C", "Cl", "N", "C", "C", "C", "O", "N", "C", "C", "C", "C", "C", "C", "N", "H", "H", "H", "H", "H", "H", "H", "H", "H", "H", "H", "H", "H", "H"],
  "xyz": [[0.561, -1.358, 1.992], [-0.361, -0.700, 2.453], [-0.946, -1.086, 3.812], [-2.497, -0.939, 3.915], [-3.309, -1.819, 3.004], [-3.529, -1.109, 1.366], [-0.820, 0.436, 1.822], [-0.433, 0.951, 0.573], [-1.086, 1.910, -0.173], [-0.459, 1.969, -1.465], [-0.800, 2.762, -2.326], [0.639, 1.087, -1.422], [1.544, 0.779, -2.459], [1.244, 0.897, -3.832], [2.164, 0.493, -4.830], [3.376, -0.094, -4.425], [3.692, -0.187, -3.059], [2.807, 0.241, -2.107], [0.671, 0.526, -0.102], [-0.688, -2.109, 4.065], [-0.483, -0.477, 4.581], [-2.760, -1.223, 4.952], [-2.765, 0.096, 3.803], [-4.281, -1.994, 3.499], [-2.890, -2.812, 2.895], [-1.659, 0.848, 2.224], [-1.997, 2.437, 0.040], [0.272, 1.272, -4.132], [1.922, 0.517, -5.875], [4.083, -0.454, -5.154], [4.619, -0.634, -2.723], [3.051, 0.136, -1.056], [1.120, -0.363, 0.144]],
  "forces_ev_per_angstrom": [[-0.26, 0.30, -0.17], [1.14, -0.47, -0.18], [-1.42, 0.41, -0.51], [1.25, -0.45, 0.91], [-0.75, -0.23, 0.39], [-0.20, -0.32, 0.33], [-0.08, 0.19, 0.52], [-0.70, 0.67, -0.69], [0.27, -1.52, 0.89], [-0.39, 1.17, 0.93], [0.72, -0.65, -1.04], [-0.93, 0.03, 0.49], [1.33, -0.89, -0.26], [-0.11, 0.02, -0.10], [0.48, -0.64, 2.06], [-0.39, 0.56, 0.34], [-0.07, -0.18, -0.90], [-1.18, 0.45, 0.47], [0.64, -0.44, -0.37], [0.27, -0.14, -0.44], [0.11, 0.33, 0.04], [0.07, 0.21, -0.39], [-0.40, 0.50, -0.02], [0.13, 0.36, -0.73], [0.35, -0.05, -0.23], [0.41, -0.01, -0.46], [0.01, 0.03, 0.17], [0.10, 0.09, 0.12], [-0.24, 0.25, -0.20], [0.06, -0.04, -0.16], [0.08, 0.03, -0.19], [0.07, 0.06, -0.03], [-0.34, 0.38, -0.60]]
}